## 1
2 unconnected molecules or ions with the total composition H4S2. Source: OMol25; level of theory: ωB97M-V/def2-TZVPD.

The geometry in XYZ format:
```
6
Properties=species:S:1:pos:R:3
S -0.02987 -1.97604 -1.78183
H 0.38422 -0.90047 -1.08656
H -1.30740 -1.79726 -1.39755
S 0.79551 1.89334 1.20674
H 0.66453 0.97356 2.18068
H -0.50699 1.80687 0.87851
```

Results
* net charge: 0
* SMILES string: S.S
* HOMO: -9.7540 eV
* gap between HOMO and LUMO: 0.384 hartree
* spin multiplicity: 1

Atom charges from the Löwdin analysis, given in e for atoms 1 to 5:
1. S 0.460
2. H -0.245
3. H -0.224
4. S 0.452
5. H -0.220

## 2
2 unconnected molecules or ions with the total composition H4S2. Source: OMol25; level of theory: ωB97M-V/def2-TZVPD.

The geometry in XYZ format:
```
6
Properties=species:S:1:pos:R:3
S 2.74296 -0.74958 2.90667
H 3.34342 -1.86942 3.33178
H 2.37194 -0.26316 4.10696
S -2.81518 0.79502 -2.94957
H -2.79369 1.17188 -4.24428
H -1.47907 0.74536 -2.88254
```

Results
* net charge: 0
* SMILES string: S.S
* HOMO: -9.7743 eV
* gap between HOMO and LUMO: 0.393 hartree
* spin multiplicity: 1

Atom charges from the Löwdin analysis, given in e for atoms 1 to 5:
1. S 0.453
2. H -0.230
3. H -0.223
4. S 0.453
5. H -0.222

Least stable: 2

## 1
A single CH2N4O molecule. Source: OMol25; level of theory: ωB97M-V/def2-TZVPD.

The geometry in XYZ format:
```
8
Properties=species:S:1:pos:R:3
C 0.80568 0.00870 0.03804
H 2.64775 0.66796 -0.12227
H -2.06693 -0.94308 0.24460
N 2.03804 -0.08603 -0.11105
N -0.22275 1.14388 0.14030
N -1.31449 0.71327 -0.07838
N -1.21040 -0.63515 -0.21370
O -0.05597 -0.96611 0.18615
```

Results
* net charge: 0
* SMILES string: [H]/N=c1\nn[nH]o1
* HOMO: -9.8856 eV
* gap between HOMO and LUMO: 0.393 hartree
* spin multiplicity: 1

Atom charges from the Löwdin analysis, given in e for atoms 1 to 5:
1. C -0.431
2. H 0.036
3. H 0.160
4. N 0.197
5. N 0.075

## 2
A single CH2N4O molecule. Source: OMol25; level of theory: ωB97M-V/def2-TZVPD.

The geometry in XYZ format:
```
8
Properties=species:S:1:pos:R:3
C 0.14235 0.17781 -0.10037
N -0.68177 0.60674 -0.93545
N -1.85677 -0.10505 -0.90013
N -1.83370 -1.00522 -0.06150
N 1.36889 0.38896 0.31939
O -0.74166 -1.11542 0.62282
H 1.88640 1.16014 -0.06735
H 1.71625 -0.10796 1.12259
```

Results
* net charge: 0
* SMILES string: Nc1nnno1
* HOMO: -9.9968 eV
* gap between HOMO and LUMO: 0.383 hartree
* spin multiplicity: 1

Atom charges from the Löwdin analysis, given in e for atoms 1 to 5:
1. C -0.297
2. N 0.056
3. N -0.033
4. N -0.100
5. N 0.167

## 3
A single CH2N4O molecule. Source: OMol25; level of theory: ωB97M-V/def2-TZVPD.

The geometry in XYZ format:
```
8
Properties=species:S:1:pos:R:3
C -0.58052 -0.46109 0.75239
H 0.44218 0.00979 -2.20137
H -1.37015 -1.21300 0.86333
N 0.05229 -0.13579 -0.38543
N -0.10321 0.34062 1.69348
N 0.74614 1.19638 1.08626
N 0.85321 0.88094 -0.15139
O -0.03994 -0.61785 -1.65727
```

Results
* net charge: 0
* SMILES string: On1cnnn1
* HOMO: -10.9996 eV
* gap between HOMO and LUMO: 0.428 hartree
* spin multiplicity: 1

Atom charges from the Löwdin analysis, given in e for atoms 1 to 5:
1. C -0.124
2. H 0.115
3. H 0.132
4. N -0.196
5. N 0.007

Least stable: 1

## 1
A molecular structure, C41H51N10OPRuS. Source: OMol25; level of theory: ωB97M-V/def2-TZVPD.

The geometry in XYZ format:
```
106
Properties=species:S:1:pos:R:3
Ru 0.10747 -0.15859 -0.03635
C 3.19028 -0.15925 1.35413
C 3.86973 0.83800 0.41357
C 3.19016 1.20058 -0.87574
C 3.95410 1.78672 -1.89005
C 3.36566 2.13211 -3.08996
C 2.01703 1.85089 -3.26887
C 1.32363 1.29804 -2.21213
N 1.88866 0.99920 -1.04277
N 1.82482 0.13937 1.80152
C 1.44905 -0.81642 2.85113
C 0.97068 -2.14774 2.33015
C 1.01404 -3.29489 3.12159
C 0.46588 -4.47067 2.63511
C -0.11038 -4.47483 1.36953
C -0.09541 -3.29863 0.64083
N 0.43409 -2.17236 1.11037
C 1.68533 1.50929 2.31096
C 0.22915 1.86547 2.45308
C -0.33581 2.33375 3.63198
C -1.67318 2.70128 3.63211
C -2.38664 2.62350 2.44705
C -1.74693 2.14682 1.31320
N -0.48131 1.74658 1.32745
H 3.16422 -1.14212 0.87593
H 3.84959 -0.22680 2.23462
H 4.09532 1.76286 0.95001
H 4.83853 0.40052 0.15658
H 5.00426 1.96941 -1.72774
H 3.94225 2.59780 -3.87397
H 1.51896 2.06654 -4.19881
H 0.26651 1.06985 -2.28302
H 2.28619 -0.97065 3.54880
H 0.62249 -0.38158 3.42538
H 1.45763 -3.26397 4.10578
H 0.49088 -5.37200 3.22875
H -0.55527 -5.36689 0.95770
H -0.50890 -3.24505 -0.36086
H 2.22705 1.64194 3.25801
H 2.09905 2.20215 1.57224
H 0.25439 2.41691 4.53322
H -2.14590 3.04785 4.53920
H -3.41728 2.93297 2.40085
H -2.25588 2.10354 0.35889
N -3.74521 -1.00090 -1.98294
C -3.38054 -0.29677 -3.10343
C -3.93667 -0.24085 -4.37194
C -3.35507 0.62881 -5.27050
C -2.28605 1.44649 -4.89389
C -1.73594 1.40152 -3.63032
C -2.24757 0.46659 -2.72418
N -1.92385 0.15703 -1.41709
C -2.86621 -0.68388 -1.00067
C -3.02674 -1.06915 0.38165
C -4.15780 -1.57219 0.97744
S -3.94134 -1.70355 2.66789
C -2.35732 -1.07600 2.47842
N -2.01483 -0.79880 1.25965
H -4.55442 -1.60015 -1.91136
H -4.80074 -0.83074 -4.63318
H -3.75784 0.71008 -6.26532
H -1.90364 2.15440 -5.61188
H -0.98520 2.12309 -3.35305
H -5.09495 -1.83134 0.52304
H -1.71044 -0.92056 3.32084
O 1.16532 -1.68444 -1.84608
P 1.46058 -2.81983 -2.75803
N 2.55064 -2.38010 -3.96257
C 3.76416 -1.64877 -3.64572
C 4.49995 -1.54875 -4.97931
C 4.13114 -2.86994 -5.65244
C 2.66760 -3.03559 -5.25407
N 2.12826 -4.10405 -1.89839
C 2.50652 -5.39752 -2.46024
C 3.76011 -5.82222 -1.69586
C 3.57834 -5.12850 -0.34745
C 2.98963 -3.78528 -0.76357
N 0.19609 -3.42473 -3.64848
C -0.75623 -4.41280 -3.16373
C -1.62609 -4.65779 -4.39411
C -1.69290 -3.28348 -5.08222
C -0.56515 -2.45886 -4.43981
H 4.37735 -2.20798 -2.92510
H 3.50881 -0.68522 -3.20150
H 5.57284 -1.43021 -4.86156
H 4.11462 -0.71051 -5.55778
H 4.73260 -3.68144 -5.24197
H 4.27214 -2.85011 -6.73124
H 2.33561 -4.07531 -5.21675
H 2.02466 -2.51933 -5.97650
H 2.67232 -5.34584 -3.53730
H 1.70069 -6.11629 -2.28098
H 4.65293 -5.44338 -2.19225
H 3.84869 -6.90271 -1.61076
H 4.50977 -5.01729 0.20284
H 2.86716 -5.67752 0.26994
H 3.79684 -3.10390 -1.06659
H 2.40817 -3.29393 0.01733
H -1.36569 -4.00938 -2.34257
H -0.24204 -5.30857 -2.82045
H -2.61107 -5.03798 -4.12903
H -1.13393 -5.37919 -5.04429
H -2.65801 -2.80602 -4.91638
H -1.55070 -3.38833 -6.15615
H -0.97823 -1.66678 -3.79924
H 0.07814 -1.98089 -5.17853
```

Results
* net charge: +3
* HOMO (spin up / spin down): -14.7884 / -14.7811 eV
* gap between HOMO and LUMO (spin up / spin down): 0.266 / 0.164 hartree
* spin multiplicity: 6

Atom charges from the Löwdin analysis, given in e for atoms 1 to 5:
1. Ru 1.679
2. C -0.152
3. C -0.096
4. C -0.255
5. C 0.014

## 2
A molecular structure, C41H51N10OPRuS. Source: OMol25; level of theory: ωB97M-V/def2-TZVPD.

The geometry in XYZ format:
```
106
Properties=species:S:1:pos:R:3
Ru -0.13241 0.33093 -0.38707
C 2.53351 -1.52842 0.14805
C 2.38375 -1.29292 -1.35006
C 1.30584 -2.18812 -1.88976
C 1.57951 -3.31554 -2.64938
C 0.52754 -4.10127 -3.09328
C -0.76648 -3.74185 -2.75082
C -0.95189 -2.62282 -1.95800
N 0.05828 -1.85977 -1.53371
N 1.38526 -1.03658 0.98090
C 0.60193 -2.16683 1.52799
C -0.90502 -2.02304 1.45800
C -1.69342 -2.94112 2.14475
C -3.06841 -2.86891 2.04725
C -3.63856 -1.87911 1.25451
C -2.79369 -1.01392 0.59266
N -1.46064 -1.08665 0.68702
C 1.95862 -0.14959 2.06888
C 1.30517 -0.25219 3.43573
C 2.14100 -0.31754 4.54893
C 1.58532 -0.57107 5.79362
C 0.21828 -0.77658 5.87958
C -0.53255 -0.67929 4.71829
N -0.01343 -0.40587 3.52162
H 2.62320 -2.60570 0.30027
H 3.45634 -1.08508 0.51567
H 2.14798 -0.24208 -1.55563
H 3.33650 -1.49741 -1.83982
H 2.60365 -3.57147 -2.88811
H 0.71472 -4.97912 -3.69741
H -1.61895 -4.31919 -3.07994
H -1.94419 -2.34030 -1.62747
H 0.85787 -3.06501 0.96193
H 0.87821 -2.36754 2.56261
H -1.22247 -3.70104 2.75566
H -3.69141 -3.57838 2.57565
H -4.71020 -1.79067 1.14216
H -3.18036 -0.23780 -0.05676
H 2.98926 -0.46304 2.24751
H 2.00325 0.86570 1.67569
H 3.21218 -0.21054 4.43984
H 2.21292 -0.64352 6.67206
H -0.25166 -1.02032 6.82332
H -1.60332 -0.85304 4.74315
N -2.72073 2.40115 -2.90503
C -2.61167 3.58521 -2.22290
C -3.37816 4.76722 -2.28513
C -2.86375 5.85819 -1.62523
C -1.62587 5.78187 -0.95684
C -0.90042 4.58565 -0.86857
C -1.43746 3.46151 -1.47065
N -0.87344 2.20316 -1.65898
C -1.63180 1.63966 -2.58446
C -1.08209 0.59229 -3.44396
C -1.60543 0.05401 -4.58174
S -0.37192 -0.73074 -5.44820
C 0.75118 -0.28578 -4.24289
N 0.25845 0.37763 -3.24115
H -3.38917 2.20128 -3.63495
H -4.29896 4.82942 -2.85035
H -3.38925 6.80260 -1.66319
H -1.21059 6.68950 -0.53564
H 0.07602 4.54991 -0.41226
H -2.61644 0.09074 -4.95608
H 1.79630 -0.54556 -4.33217
O -0.85018 1.78065 1.09732
P -1.31443 2.89273 1.99631
N -0.18823 4.08068 1.97492
C -0.36058 5.41417 2.60626
C 1.06880 5.90717 2.84649
C 1.89926 5.15793 1.80506
C 1.24158 3.78309 1.74865
N -1.47219 2.45010 3.60443
C -0.49051 2.75725 4.66532
C -1.35012 3.00107 5.90051
C -2.48019 1.99294 5.71206
C -2.76186 2.06764 4.21416
N -2.78123 3.43653 1.49865
C -3.79942 2.50408 0.97583
C -5.10123 2.94720 1.63210
C -4.93164 4.46287 1.73578
C -3.43476 4.67081 2.00265
H -0.92995 5.34508 3.53546
H -0.90405 6.07869 1.93353
H 1.40186 5.65063 3.85341
H 1.13960 6.98765 2.74512
H 2.95006 5.08963 2.07617
H 1.83797 5.65576 0.83490
H 1.64130 3.13350 2.53559
H 1.37804 3.27487 0.79366
H 0.13498 3.60129 4.38929
H 0.16381 1.89234 4.81759
H -1.73822 4.02249 5.89750
H -0.79417 2.85504 6.82370
H -3.36752 2.21699 6.29961
H -2.13923 0.99574 5.98798
H -3.50974 2.83449 4.00727
H -3.13163 1.12696 3.79855
H -3.52644 1.47391 1.19161
H -3.87190 2.61895 -0.11151
H -5.20936 2.49826 2.61891
H -5.97095 2.66295 1.04311
H -5.54640 4.90702 2.51529
H -5.20458 4.93723 0.79213
H -3.22090 4.82051 3.06406
H -3.05929 5.54238 1.46572
```

Results
* net charge: +3
* HOMO (spin up / spin down): -15.5250 / -15.5033 eV
* gap between HOMO and LUMO (spin up / spin down): 0.297 / 0.171 hartree
* spin multiplicity: 6

Atom charges from the Löwdin analysis, given in e for atoms 1 to 5:
1. Ru 1.710
2. C -0.147
3. C -0.125
4. C -0.323
5. C 0.015

Least stable: 2